99
Properties=species:S:1:pos:R:3 method="wB97M-V/def2-TZVPD" orbital_gap_ha=0.2455 e_above_lowest_kcal_mol=0.3 e_homo_ev=-7.2
Ti -0.3300 1.2315 0.8117
O -2.8343 3.8438 -1.3154
C -1.9729 3.0917 -0.9283
N -1.9664 2.2515 0.1585
C -3.1283 2.0994 0.9366
O -4.2513 2.3598 0.5885
C -2.7780 1.5193 2.2662
C -3.7343 1.2927 3.1744
C -3.3596 0.7499 4.4640
C -2.0865 0.4484 4.7013
C -0.9935 0.5758 3.6747
N -1.4208 1.2352 2.4231
C -0.6574 3.0112 -1.6663
C -0.4088 3.7925 -2.7808
C 0.7789 3.6000 -3.4620
C 1.6683 2.6338 -3.0070
C 1.3537 1.9248 -1.8650
N 0.2150 2.1194 -1.1962
H -4.7544 1.5442 2.9246
H -4.1116 0.6140 5.2307
H -1.7755 0.0686 5.6687
H -0.1768 1.1747 4.0972
H -1.1616 4.5045 -3.0880
H 1.0095 4.1848 -4.3431
H 2.5999 2.4393 -3.5197
H 2.0214 1.1761 -1.4642
C 2.7192 -0.7327 0.7781
C 3.3079 0.5199 1.4357
C 4.0113 0.0924 2.7304
C 4.3416 1.1432 0.4990
P 1.8330 1.6086 1.8555
C -0.3553 -0.8279 3.4185
N -0.9001 -1.4862 2.2594
B -0.9635 -0.9141 0.9395
N -1.7097 -1.8621 0.1557
C -2.0117 -1.8558 -1.2613
P -0.5546 -1.2984 -2.2687
C 0.4281 -2.8935 -2.4634
C 0.6777 -3.4352 -1.0478
C -0.2097 -4.0085 -3.2898
C 1.7899 -2.5192 -3.0638
C -1.4327 -0.8768 -3.8828
C -2.5628 -1.8136 -4.3207
C -0.4090 -0.7488 -5.0140
C -2.0232 0.5205 -3.6433
C -2.1040 -2.9141 0.9814
C -2.8488 -4.0491 0.7023
C -3.0757 -4.9597 1.7296
C -2.5719 -4.7372 3.0060
C -1.8238 -3.6001 3.2915
C -1.5969 -2.6891 2.2733
C 2.2558 3.4235 2.0754
C 2.5853 4.1573 0.7719
C 3.3926 3.6163 3.0803
C 0.9741 4.0388 2.6536
H 3.5091 -1.4708 0.6038
H 2.2493 -0.5119 -0.1854
H 1.9620 -1.2028 1.4118
H 4.8349 -0.5921 2.4998
H 3.3174 -0.4199 3.3990
H 4.4237 0.9472 3.2670
H 5.0970 0.3928 0.2428
H 4.8598 1.9786 0.9709
H 3.8976 1.5049 -0.4290
H -0.5069 -1.4413 4.3069
H 0.7211 -0.6916 3.2946
H -2.8545 -1.1940 -1.4766
H -2.3115 -2.8594 -1.5700
H -0.2247 -3.8561 -0.6017
H 1.0586 -2.6652 -0.3741
H 1.4233 -4.2339 -1.1046
H -1.2035 -4.2722 -2.9226
H 0.4113 -4.9069 -3.2176
H -0.2885 -3.7513 -4.3455
H 2.2973 -1.7770 -2.4427
H 1.7076 -2.1158 -4.0739
H 2.4252 -3.4086 -3.1097
H -2.2108 -2.8167 -4.5489
H -3.0228 -1.4119 -5.2290
H -3.3510 -1.8890 -3.5715
H -0.0090 -1.7141 -5.3238
H 0.4268 -0.1060 -4.7231
H -0.8902 -0.2963 -5.8862
H -2.6921 0.5593 -2.7802
H -2.5998 0.8311 -4.5192
H -1.2280 1.2496 -3.4908
H -3.2604 -4.2263 -0.2833
H -3.6586 -5.8497 1.5310
H -2.7662 -5.4563 3.7910
H -1.4379 -3.4342 4.2890
H 3.4967 3.7891 0.3061
H 2.7273 5.2235 0.9799
H 1.7707 4.0630 0.0513
H 4.3394 3.2240 2.7046
H 3.1698 3.1215 4.0271
H 3.5337 4.6843 3.2764
H 0.1372 3.9629 1.9518
H 1.1363 5.1017 2.8552
H 0.6758 3.5529 3.5839

---

103
Properties=species:S:1:pos:R:3 method="wB97M-V/def2-TZVPD" orbital_gap_ha=0.1943 e_homo_ev=-14.3 total_charge=+3
Ga 14.9901 10.1606 11.1606
C 17.1034 11.1503 7.9638
C 18.1335 11.3049 9.0081
S 17.4616 11.2659 10.7002
C 17.1029 13.0299 11.0183
C 16.0575 13.6247 10.1384
S 14.5096 12.6004 9.9723
C 13.9844 12.9411 8.2234
C 14.7128 12.3269 7.0665
S 16.5109 12.6152 7.1247
H 16.3171 10.5727 8.5117
H 17.4839 10.5705 7.1841
H 18.6923 12.2552 8.9361
H 18.8612 10.4872 8.9766
H 17.9578 13.6471 10.9024
H 16.6991 13.0685 12.0393
H 16.4299 13.7591 9.1291
H 15.6904 14.5873 10.5106
H 14.1886 14.0507 8.2068
H 12.9210 12.8272 8.2757
H 14.4823 12.9134 6.1802
H 14.4195 11.3062 6.8456
C 10.3119 5.6687 11.8864
C 9.9841 6.7441 10.8300
C 11.0114 7.8646 10.9016
N 10.7445 8.7696 12.0151
C 11.3564 9.9110 12.2372
S 12.3895 10.6668 11.0612
N 11.1479 10.5345 13.4029
C 10.2269 10.2036 14.4526
O 10.6415 10.2581 15.6259
C 8.8067 9.8847 14.0932
C 8.1223 10.4764 13.0480
C 6.7599 10.1349 12.7851
C 6.0023 9.3953 13.6548
C 6.6504 8.8944 14.8471
C 7.9999 9.1134 15.0360
H 9.5131 4.9311 11.9379
H 10.3072 6.1097 12.8888
H 11.2990 5.2510 11.7846
H 8.9485 7.1123 10.9773
H 10.0256 6.2927 9.7884
H 10.9698 8.4338 9.9782
H 12.0561 7.4592 10.9768
H 10.2698 8.3021 12.8122
H 11.7680 11.3165 13.6161
H 8.6190 11.1113 12.3060
H 6.3252 10.3298 11.8033
H 4.9757 9.1737 13.4266
H 6.0427 8.3251 15.4819
H 8.5249 8.8066 15.9033
C 14.8994 9.5680 18.9721
C 14.1559 10.9505 18.7942
C 12.8191 10.7964 19.5322
C 15.0631 12.0416 19.3711
C 13.7917 11.2112 17.2913
O 13.2336 9.9058 16.8665
C 12.7454 12.4416 17.1950
C 13.0348 13.3571 16.0216
C 11.9216 14.2205 15.5191
C 10.7487 14.3794 16.2678
C 9.7241 15.2008 15.8061
C 9.7649 15.8549 14.5709
Cl 8.5617 16.7722 13.8078
C 10.9646 15.7063 13.8828
C 12.0233 14.9383 14.3483
C 15.1380 11.4422 16.5159
N 15.3411 10.7762 15.2011
C 15.2409 11.2762 14.0085
N 15.2799 10.2621 13.1017
C 15.4558 9.1731 13.8836
N 15.5501 9.4232 15.1581
H 14.7824 9.1913 19.9652
H 15.9293 9.7608 18.7372
H 14.5571 8.8850 18.2419
H 13.0099 10.4551 20.5937
H 12.1787 9.9941 19.0768
H 12.1398 11.6684 19.5008
H 15.8171 12.4940 18.6975
H 15.5197 11.7131 20.3181
H 14.4483 12.9387 19.6314
H 12.4484 10.0041 16.2630
H 12.7380 12.9467 18.1604
H 11.7581 11.9109 16.9754
H 13.3470 12.7881 15.1209
H 13.9352 13.9727 16.1781
H 10.7091 13.8033 17.2081
H 8.8934 15.3767 16.4755
H 11.1407 16.3069 12.9318
H 12.9380 14.8052 13.7672
H 15.9693 11.0325 17.0850
H 15.2784 12.5406 16.4283
H 15.2772 12.3190 13.7537
H 15.5533 8.1903 13.5239
N 16.3102 7.7481 10.1403
C 16.0974 6.7259 9.2216
C 14.9258 7.0500 8.5676
C 14.4382 8.2541 9.0764
N 15.2552 8.6710 10.0907
H 16.9893 7.7928 10.9341
H 16.6794 5.8666 9.0514
H 14.3664 6.4383 7.8269
H 13.5554 8.7229 8.7160

---

96
Properties=species:S:1:pos:R:3 method="wB97M-V/def2-TZVPD" orbital_gap_ha="0.1775 / 0.1787" spin_multiplicity=8 e_homo_ev="-8.0 / -8.0" total_charge=+1
C 1.7526 -1.7897 -0.9462
C 1.8218 0.4195 -1.7479
C 2.6591 -2.2243 -1.9215
C 2.5522 -0.0404 -2.8697
C 3.0339 -1.3245 -2.9286
H 3.0011 -3.2603 -1.8723
H 2.8076 0.7132 -3.6289
H 3.7176 -1.6687 -3.7297
N 1.3445 -0.5165 -0.8429
P -0.4607 -2.6368 0.7605
P 1.1564 2.6921 -0.1216
C 1.2371 -2.8677 0.0156
H 1.1674 -3.8335 -0.5245
H 1.9564 -2.9949 0.8481
C 1.5274 1.8225 -1.6351
H 1.2960 2.2568 -2.6129
C -0.3466 4.0200 -0.3719
C 2.9591 3.3001 -0.0868
C -1.5063 -3.5291 -0.5495
C -0.2502 -3.6202 2.3631
C -1.6916 3.5771 0.2585
H -1.6838 3.5309 1.3620
H -2.4365 4.3429 -0.0194
H -2.0933 2.6298 -0.1430
C 0.0435 5.3299 0.3346
H 0.0887 5.1858 1.4253
H 1.0017 5.7456 -0.0022
H -0.7268 6.0976 0.1467
C -0.5557 4.2021 -1.8775
H -1.2703 5.0253 -2.0512
H 0.3596 4.4824 -2.4110
H -0.9619 3.2820 -2.3264
C 3.1794 4.1001 1.2068
H 3.3572 3.4323 2.0633
H 4.0728 4.7251 1.0773
H 2.3308 4.7488 1.4659
C 3.9136 2.0862 -0.1190
H 3.5435 1.2350 0.4561
H 4.0843 1.7392 -1.1403
H 4.8752 2.3796 0.3147
C 3.1633 4.1303 -1.3741
H 3.1535 3.4864 -2.2615
H 2.3880 4.9104 -1.4880
H 4.1395 4.6443 -1.3568
C -1.6365 -3.7943 3.0033
H -1.5149 -4.1317 4.0429
H -2.2013 -2.8504 3.0190
H -2.2353 -4.5535 2.4826
C 0.6326 -2.7480 3.2785
H 1.5467 -2.3988 2.7817
H 0.0819 -1.8717 3.6339
H 0.9293 -3.3373 4.1600
C 0.4142 -4.9869 2.1602
H 0.5973 -5.4190 3.1553
H -0.2260 -5.6861 1.6114
H 1.3847 -4.9229 1.6530
C -1.2341 -2.8033 -1.9079
H -2.1567 -2.8077 -2.5093
H -0.9448 -1.7467 -1.8046
H -0.4454 -3.3041 -2.4871
C -2.9829 -3.3548 -0.1508
H -3.2190 -2.3057 0.0709
H -3.6145 -3.6684 -0.9909
H -3.2762 -3.9682 0.7095
C -1.1965 -5.0285 -0.7000
H -0.1275 -5.2517 -0.7995
H -1.6190 -5.6474 0.1030
H -1.6720 -5.3748 -1.6297
Eu -0.6760 0.3505 0.6054
C 2.1395 0.5886 2.3266
O 3.0957 0.5230 2.9731
N -2.2888 0.4163 -1.2927
C -2.8739 0.5154 -2.3191
C -2.9155 0.8317 -3.7219
C -4.0976 0.7771 -4.4709
C -1.6985 1.2420 -4.3105
C -4.0370 0.8732 -5.8602
H -5.0238 0.7148 -3.8849
C -1.6335 1.3300 -5.7037
H -0.8474 1.4728 -3.6538
C -2.7869 1.0997 -6.4748
H -4.9687 0.7740 -6.4341
H -0.6801 1.5904 -6.1690
H -2.7350 1.1266 -7.5614
S -2.4950 0.2581 2.8274
C -1.4164 0.0417 4.1303
N -1.7478 -0.7975 5.1810
C -0.8854 -1.0881 6.2079
C 0.3142 -0.4177 6.2824
C 0.7129 0.4009 5.2155
C -0.1938 0.7234 4.2109
H -2.6526 -1.2828 5.1350
H -1.2388 -1.8451 6.9181
H 0.9501 -0.5075 7.1682
H 1.7257 0.7930 5.1937
H -0.0307 1.4907 3.4582

---

96
Properties=species:S:1:pos:R:3 method="wB97M-V/def2-TZVPD" orbital_gap_ha=0.3529 e_above_lowest_kcal_mol=0.0 e_homo_ev=-9.0 smiles=Fc1ccccc1.Fc1ccccc1.Fc1ccccc1.Fc1ccccc1.CC(C)O.CC(C)O.CC(C)O.CC(C)O
F 2.1971 -25.3795 3.7789
C 2.0003 -24.8481 2.5471
C 2.1894 -23.4582 2.3789
C 2.0231 -22.9093 1.0617
C 1.7014 -23.7411 -0.0234
C 1.4872 -25.1157 0.2036
C 1.5594 -25.6389 1.5277
H 2.6194 -22.9237 3.2131
H 2.2962 -21.8827 0.8672
H 1.7045 -23.3631 -1.0351
H 1.1302 -25.7881 -0.5625
H 1.3231 -26.6622 1.7796
F -1.8107 -21.4557 -4.5646
C -2.1421 -21.9389 -3.3427
C -1.2129 -22.5855 -2.5702
C -1.6201 -23.0472 -1.3241
C -2.9302 -22.9567 -0.8753
C -3.8288 -22.2872 -1.6583
C -3.4651 -21.7802 -2.9138
H -0.2686 -22.8497 -3.0229
H -0.8617 -23.5503 -0.7426
H -3.2624 -23.3942 0.0546
H -4.8451 -22.1582 -1.3163
H -4.1646 -21.3256 -3.5997
F 6.0307 -22.5015 6.1054
C 4.7512 -22.2257 6.2522
C 3.7450 -23.2097 6.1085
C 2.4251 -22.7946 6.1337
C 2.0971 -21.4657 6.3943
C 3.1241 -20.5142 6.5435
C 4.4455 -20.8564 6.4087
H 4.0045 -24.1861 5.7268
H 1.5836 -23.4600 6.0092
H 1.0781 -21.1205 6.4882
H 2.9519 -19.4495 6.6000
H 5.3080 -20.2069 6.4338
F -2.3887 -25.8056 0.9299
C -2.1450 -27.0962 1.0088
C -2.8596 -27.9261 0.1124
C -2.5365 -29.2432 0.0391
C -1.4741 -29.8072 0.7857
C -0.7644 -28.9500 1.6412
C -1.0947 -27.6075 1.7626
H -3.7040 -27.5310 -0.4327
H -3.1214 -29.8970 -0.5908
H -1.2825 -30.8664 0.6985
H -0.0283 -29.4156 2.2799
H -0.6789 -26.9648 2.5244
C 0.7201 -20.0662 3.1111
C -0.4777 -19.4554 3.8341
C -0.0657 -18.4545 4.9257
O -1.3858 -18.8547 2.9479
H 1.3150 -20.7212 3.7476
H 1.2626 -19.3526 2.4910
H 0.3350 -20.7493 2.3540
H -1.0027 -20.2847 4.3083
H 0.5364 -18.8321 5.7521
H -0.8893 -17.9777 5.4571
H 0.4849 -17.6577 4.4255
H -2.2092 -18.7734 3.4347
C 6.0565 -19.2427 1.1664
C 5.4048 -20.5388 1.5994
C 6.1670 -21.2873 2.7007
O 4.0933 -20.1891 1.9462
H 6.1962 -18.5339 1.9826
H 5.5068 -18.6596 0.4276
H 7.0420 -19.5011 0.7791
H 5.4316 -21.2311 0.7579
H 6.3294 -20.6252 3.5512
H 7.1695 -21.5044 2.3320
H 5.6743 -22.2265 2.9521
H 3.7383 -19.9109 1.0987
C 1.3796 -20.2604 -1.9596
C 2.8823 -19.9986 -1.6776
C 3.6521 -19.0022 -2.6143
O 2.9592 -19.3390 -0.4909
H 0.9674 -20.8259 -1.1239
H 1.2776 -20.8027 -2.8996
H 0.7267 -19.3954 -2.0758
H 3.4486 -20.9300 -1.6761
H 4.6988 -18.8618 -2.3444
H 3.1657 -18.0272 -2.5842
H 3.5475 -19.3268 -3.6496
H 2.5708 -18.4635 -0.5546
C 4.0650 -28.2655 3.8208
C 2.9148 -28.9533 3.0734
C 3.0431 -28.9487 1.5169
O 2.6897 -30.2397 3.5208
H 4.7371 -27.6652 3.2077
H 4.6605 -29.0653 4.2611
H 3.7456 -27.6733 4.6784
H 1.9682 -28.4809 3.3358
H 3.0605 -27.9264 1.1392
H 2.1208 -29.2753 1.0366
H 3.8332 -29.4989 1.0059
H 3.2251 -30.8993 3.0737

---

Number 1: calculated total energy -92094.00161 eV, maximum force 0.21 eV/Å. Number 2: calculated total energy -160915.20297 eV, maximum force 3.40 eV/Å. Number 3: calculated total energy -93429.65230 eV, maximum force 4.31 eV/Å. Number 4: calculated total energy -57233.26661 eV, maximum force 3.76 eV/Å.